The following is a quantum chemistry calculation of a molecular structure, C15H20CaCl2N5SeSi, from the OMol25 dataset.

Results
Molar mass: 488.39 g/mol
Kohn-Sham gap: 5.31 eV
Relative energy (zero: lowest compared OMol25 entry of this formula, charge and spin): 0.00 kJ/mol
2S+1: 1
E_tot: -5146.2399 hartree
HOMO: -10.018 eV
Charge: +1

CARTESIAN COORDINATES (ANGSTROEM)
Ca: 0.52398 -0.60685 -1.00600
C: -1.63546 -3.93985 -1.63259
C: -2.19745 -2.89765 -0.71113
C: -3.42198 -3.04395 -0.10425
C: -3.86873 -2.01578 0.73365
C: -3.10042 -0.90110 0.93455
C: -1.84178 -0.79028 0.29070
N: -1.42911 -1.80935 -0.52120
N: -0.99460 0.25534 0.41711
Si: -1.24822 1.69934 1.32993
C: 0.36273 2.66225 1.18158
C: -2.65048 2.74251 0.65549
C: -1.55476 1.34871 3.15338
H: -2.30485 -4.79202 -1.72804
H: -0.67350 -4.30143 -1.26247
H: -1.47656 -3.51898 -2.62859
H: -4.01308 -3.93092 -0.27695
H: -4.82896 -2.10041 1.22701
H: -3.43851 -0.10583 1.58297
H: 0.58726 2.93466 0.14596
H: 1.19819 2.08010 1.58183
H: 0.31346 3.59052 1.75386
H: -2.48359 3.02258 -0.38707
H: -2.76924 3.66401 1.22937
H: -3.60116 2.20772 0.70051
H: -1.00459 0.46560 3.48532
H: -2.60963 1.18123 3.37730
H: -1.23109 2.18794 3.77345
Cl: 0.50987 -1.31334 -4.03116
C: 1.73283 -2.59251 -3.88483
Cl: 2.28865 -2.80450 -2.20839
H: 2.58856 -2.30972 -4.48470
H: 1.28384 -3.52408 -4.20622
Se: 2.34219 2.90841 -2.48645
N: 3.57866 3.28888 -1.27768
C: 3.65296 2.26588 -0.45266
C: 4.51328 2.16612 0.68563
C: 4.41207 1.04628 1.43850
C: 3.46686 0.02200 1.09090
N: 2.67025 0.05436 0.06238
C: 2.76373 1.17777 -0.72999
N: 1.97798 1.30911 -1.77730
H: 5.19629 2.97306 0.91188
H: 5.01816 0.89191 2.31910
H: 3.39594 -0.84774 1.73531


The following is a quantum chemistry calculation of a molecular structure, C15H20CaN5O4P, from the OMol25 dataset.

Results
Molar mass: 405.41 g/mol
Kohn-Sham gap: 8.06 eV
Relative energy (zero: lowest compared OMol25 entry of this formula, charge and spin): 2.45 kJ/mol
2S+1: 1
E_tot: -2176.9948 hartree
HOMO: -13.638 eV
Charge: +2

CARTESIAN COORDINATES (ANGSTROEM)
Ca: 0.62555 1.76241 0.82821
O: -0.31648 -2.06759 -2.25167
C: 0.41792 -2.96218 -1.51764
C: 0.26182 -4.33652 -1.65606
C: 0.99053 -5.19850 -0.85176
C: 1.86874 -4.70006 0.10336
C: 2.01519 -3.32993 0.24158
C: 1.30081 -2.45019 -0.56927
C: 1.42527 -0.97904 -0.37614
O: 0.95011 -0.49488 0.74920
N: 1.95188 -0.28397 -1.33037
N: 1.87172 1.06052 -1.03372
C: 2.53680 1.87089 -1.74764
C: 2.46594 3.30691 -1.42021
C: 3.15377 4.23053 -2.18621
C: 3.08032 5.57628 -1.85156
C: 2.31956 5.95062 -0.75993
C: 1.66118 4.96280 -0.04347
N: 1.72195 3.66539 -0.34900
H: -0.68145 -2.50383 -3.03050
H: -0.42102 -4.72884 -2.40120
H: 0.87372 -6.26661 -0.97595
H: 2.44134 -5.37490 0.72363
H: 2.70669 -2.92711 0.97139
H: 3.15737 1.52897 -2.57285
H: 3.73908 3.89723 -3.03228
H: 3.61027 6.31604 -2.43604
H: 2.23160 6.98446 -0.45916
H: 1.05879 5.23352 0.81642
N: -0.96074 -2.09413 1.57170
C: -2.03404 -1.41852 0.78461
P: -2.41544 0.15881 1.65440
O: -2.45470 -0.20631 3.10955
O: -1.54115 1.28409 1.16652
C: -4.18846 0.59463 1.30067
N: -4.86315 0.62632 2.64736
H: -1.19344 -2.07510 2.56859
H: -0.05135 -1.54293 1.39127
H: -0.80844 -3.05362 1.25732
H: -2.92047 -2.05243 0.77202
H: -1.67693 -1.28616 -0.23668
H: -4.69207 -0.13194 0.66723
H: -4.26050 1.57324 0.83411
H: -5.12088 1.57167 2.92857
H: -4.13432 0.25972 3.31576
H: -5.70289 0.05020 2.68584


The following is a quantum chemistry calculation of a molecular structure, C15H20Cl3N5O2PdS, from the OMol25 dataset.

Results
Molar mass: 547.20 g/mol
Kohn-Sham gap: 5.66 eV
Relative energy (zero: lowest compared OMol25 entry of this formula, charge and spin): 0.00 kJ/mol
2S+1: 1
E_tot: -2914.4961 hartree
HOMO: -1.302 eV
Charge: -2

CARTESIAN COORDINATES (ANGSTROEM)
Pd: -0.28204 0.33851 -0.67616
Cl: -2.66145 -5.79436 4.12763
C: -2.79553 -4.52739 2.91422
C: -1.70954 -3.70832 2.64404
C: -1.82027 -2.72182 1.68931
Cl: -0.41030 -1.72599 1.39740
C: -3.01578 -2.43958 0.93047
O: -3.12397 -1.52763 0.09181
C: -4.07716 -3.35440 1.28546
Cl: -5.59833 -3.14683 0.44421
C: -3.98656 -4.35112 2.22925
H: -0.77519 -3.84115 3.17240
H: -4.84245 -4.98238 2.42818
C: 4.85990 -0.18499 0.45801
C: 3.41218 0.21908 0.19403
C: 2.63573 0.28686 1.50592
C: 3.36427 1.58675 -0.49405
N: 2.77108 -0.83841 -0.60401
N: 3.26185 -0.84448 -1.95690
H: 5.36288 0.57155 1.06667
H: 5.39702 -0.29037 -0.48560
H: 4.89249 -1.14164 0.98296
H: 3.05438 1.06019 2.15496
H: 2.67961 -0.67165 2.02824
H: 1.58361 0.53349 1.32523
H: 3.78098 2.35492 0.16547
H: 2.33734 1.85278 -0.75239
H: 3.94604 1.57729 -1.41678
H: 1.77280 -0.59990 -0.66645
H: 3.09083 -1.77941 -2.30719
H: 2.66219 -0.22160 -2.50577
O: -1.03992 1.90327 -4.25185
S: -0.45955 0.81011 -3.41926
N: 0.77806 1.01813 -2.63559
N: -3.11916 3.19232 -2.53524
C: -2.38279 2.88148 -1.37747
C: -1.32761 3.70570 -0.96835
C: -0.57289 3.32061 0.12115
N: -0.80513 2.23357 0.86835
C: -1.83628 1.45157 0.47510
C: -2.65670 1.75500 -0.62038
H: -2.47321 3.49334 -3.25934
H: -3.54409 2.34673 -2.89749
H: -1.06143 4.58862 -1.53583
H: 0.28951 3.91460 0.41333
H: -2.12498 0.64980 1.14409
H: -3.43050 1.04715 -0.89180


The following is a quantum chemistry calculation of a molecular structure, C15H20CoI2N3O, from the OMol25 dataset.

Results
Molar mass: 571.09 g/mol
Kohn-Sham gap (spin up / spin down): 3.16 / 5.02 eV
2S+1: 5
E_tot: -2801.0339 hartree
HOMO (spin up / spin down): 1.521 / -0.441 eV
Charge: -2

CARTESIAN COORDINATES (ANGSTROEM)
C: 1.94144 -3.31553 -3.49226
I: 1.92156 -2.05857 -1.51999
H: 2.89971 -3.11278 -4.00890
H: 1.04023 -3.09940 -4.09924
H: 1.89722 -4.33600 -3.10477
C: -1.49870 2.45560 -2.98978
C: -0.57122 0.64784 -1.95867
N: -1.65410 1.53381 -1.98863
H: 0.18461 2.65745 -4.49324
I: 1.24731 2.00732 -0.15034
N: 0.22954 1.09181 -3.04802
H: -2.21470 3.26210 -3.15794
Co: 0.37147 -0.22764 -0.51798
C: -0.94478 -0.80968 -1.68078
O: -1.93424 -1.48534 -1.74142
C: -0.32505 2.16850 -3.65590
C: 1.60269 0.76856 -3.35189
H: 2.28072 1.60669 -3.10948
H: 1.67675 0.45170 -4.39905
H: 1.87851 -0.13006 -2.77393
C: -2.69051 1.52401 -0.97264
H: -3.64612 1.85113 -1.39501
H: -2.41810 2.21467 -0.15473
H: -2.87470 0.50974 -0.56967
C: -2.29997 -0.89289 2.21847
C: -1.12060 -0.62838 3.07919
C: -1.24476 -0.25566 4.40489
C: -0.12120 0.07949 5.15170
C: 1.12819 0.06558 4.54478
C: 1.34065 -0.27929 3.23295
C: 2.69836 -0.15750 2.64495
C: 0.17717 -0.59822 2.42310
N: 0.18585 -0.70297 1.13112
H: -2.58156 0.00750 1.64661
H: -3.16597 -1.17569 2.81703
H: -2.10572 -1.68021 1.47892
H: -2.23251 -0.23572 4.85683
H: -0.19377 0.29540 6.21066
H: 1.98543 0.36768 5.12802
H: 2.91657 0.86742 2.31837
H: 3.48605 -0.51684 3.31369
H: 2.74825 -0.73564 1.73300